[1]
{
  "formula": "C11H9Cl4F4NO2PS",
  "method": "ωB97M-V/def2-TZVPD",
  "symbols": ["C", "C", "O", "C", "O", "C", "C", "C", "N", "P", "S", "C", "C", "F", "F", "C", "F", "F", "C", "H", "H", "H", "H", "H", "H", "H", "H", "H", "C", "Cl", "Cl", "Cl", "Cl"],
  "coordinates": [[-3.36778, 0.24368, -1.35894], [-2.71735, 0.19277, -2.63293], [-1.32066, -0.08444, -2.87081], [-0.90561, -1.31077, -2.25638], [-0.81773, -2.41675, -2.84020], [-0.48135, -1.21385, -0.70033], [-0.70516, -2.33882, 0.34824], [-0.27373, -2.03697, 1.81504], [0.31275, -0.76295, 2.24485], [0.67679, -0.62166, 3.98421], [-1.01072, -1.01591, 4.92379], [0.57698, 0.31910, 1.29142], [1.24074, 1.71387, 1.69074], [2.38274, 1.60417, 2.54150], [1.74282, 2.28190, 0.45688], [0.14817, 2.80753, 2.23142], [0.81566, 3.66932, 3.16110], [-0.20091, 3.65102, 1.11274], [0.18102, 0.13388, -0.21949], [-3.29800, -0.70214, -0.69042], [-3.89674, 1.14478, -0.90641], [-3.36599, 0.39122, -3.56996], [-1.17474, -3.34281, 0.05793], [-0.45648, -2.85202, 2.60587], [1.05463, 0.69394, 4.40114], [1.58417, -1.66178, 4.35813], [-0.79760, 2.32580, 2.65288], [0.32147, 0.93856, -1.01556], [2.75117, -0.35067, -4.16494], [2.40580, 0.54798, -2.66781], [1.36731, -0.21147, -5.26965], [4.19878, 0.32510, -4.93852], [3.02953, -2.06161, -3.77552]],
  "forces_ev_per_a": [[1.8579, -1.5410, -1.0327], [-2.4560, 1.6152, 1.6236], [-1.1983, -3.4183, 1.3099], [0.5154, -3.2784, -1.0187], [-0.4602, 5.0003, 2.5265], [0.8658, 1.2471, 3.3410], [1.7835, 3.7288, 0.8939], [-0.4107, 0.8264, -2.9847], [0.0288, -0.2186, -4.2557], [-2.9696, -1.0648, 3.0801], [1.0497, 0.2853, -0.6699], [-1.1396, -2.2364, -3.3323], [1.3796, 1.2307, -1.5189], [-2.8738, -0.1412, -1.6775], [-0.9703, -1.6911, 2.8038], [1.0019, 2.3122, -0.5115], [-1.7078, -2.3119, -1.9220], [0.5613, -2.3233, 2.6738], [-0.8548, -2.7669, 2.6834], [0.9181, 2.1561, -0.4342], [-0.4422, -1.6958, -1.6261], [2.0295, 0.7392, 1.3629], [0.8556, 1.7077, 0.6297], [0.4262, 1.7335, -1.1216], [0.6110, -0.6134, -1.1346], [0.3861, 0.9044, -0.9214], [1.3233, 0.9113, -0.3614], [-0.1422, -1.0862, 1.6048], [0.1370, -0.1524, -0.4708], [0.0984, -0.0264, -0.0787], [0.2437, -0.0207, 0.2885], [-0.3583, -0.1321, 0.2531], [-0.0890, 0.3206, -0.0024]],
  "nbo_charge": [-0.527, 0.146, -0.517, 0.761, -0.440, 0.004, -0.186, 0.108, -0.624, 0.905, -0.487, 0.176, 0.606, -0.307, -0.309, 0.509, -0.312, -0.316, -0.155, 0.204, 0.261, 0.241, 0.301, 0.293, 0.089, 0.063, 0.188, 0.312, -0.216, 0.017, 0.069, 0.082, 0.061],
  "max_force_ev_per_a": 5.62,
  "de_lowest_kcal_mol": 88.6,
  "e_homo_ev": -12.0,
  "orbital_gap_ev": 5.762,
  "charge": 1,
  "multiplicity": 1
}

---

[2]
{
  "formula": "C11H9ClNO6",
  "method": "ωB97M-V/def2-TZVPD",
  "symbols": ["O", "C", "O", "C", "C", "O", "O", "C", "C", "Cl", "H", "H", "H", "H", "C", "C", "C", "C", "C", "C", "N", "O", "O", "H", "H", "H", "H", "H"],
  "coordinates": [[-0.07276, -1.14483, 2.57713], [-0.69817, -0.11150, 2.63186], [-2.06948, -0.20178, 2.72360], [-2.70933, 0.99910, 3.31187], [-3.84088, 1.30644, 2.21782], [-3.90985, 2.48658, 1.79999], [-4.60855, 0.34803, 1.78931], [-1.50051, 2.02644, 3.38318], [-0.23029, 1.39644, 2.66174], [0.08653, 1.82546, 0.92697], [-3.08180, 0.57294, 4.28390], [-1.23310, 2.05541, 4.48156], [-1.74974, 3.03020, 2.93220], [0.65237, 1.69337, 3.27607], [0.90996, -2.53509, -3.76238], [2.22155, -2.71418, -3.33859], [2.86547, -1.71049, -2.62860], [2.18428, -0.53411, -2.34561], [0.87667, -0.34342, -2.77120], [0.23979, -1.35049, -3.48311], [2.85128, 0.51915, -1.57381], [4.00666, 0.32738, -1.22909], [2.21182, 1.52038, -1.31828], [0.40727, -3.32346, -4.31193], [2.74109, -3.63917, -3.55948], [3.88684, -1.85958, -2.30255], [0.34449, 0.57453, -2.55542], [-0.78159, -1.21374, -3.81716]],
  "forces_ev_per_a": [[0.4273, 1.2522, -0.3050], [-1.1523, -0.9890, 0.7186], [1.9488, 0.6458, 0.3739], [0.6210, -1.0705, -1.9873], [-2.5867, -0.5963, -1.5141], [0.7830, -0.3111, 0.8287], [2.4551, 1.6530, 1.9642], [-0.1501, 0.1180, 0.1269], [-1.7857, -0.5096, 0.9421], [-0.2512, 0.1155, 0.8639], [0.1750, 1.1084, -0.7502], [-0.0531, 0.5335, -1.1657], [-0.0197, -1.1112, 0.7778], [-0.4514, -0.8759, -0.8613], [-0.0031, 0.0028, -0.0135], [-0.1377, 0.1397, -0.0078], [0.1714, -0.1119, 0.0212], [-0.3048, -0.4860, -0.3175], [-0.1539, 0.1661, 0.0164], [0.1762, -0.1056, -0.0084], [0.1076, 0.3214, 0.2624], [-0.2344, -0.0061, -0.1282], [0.2421, -0.2071, -0.2013], [0.0311, 0.0555, 0.0428], [-0.0027, 0.0786, 0.0413], [-0.1018, 0.1928, 0.0803], [0.1836, -0.0364, 0.1252], [0.0665, 0.0332, 0.0745]],
  "nbo_charge": [-0.585, 0.772, -0.482, -0.010, 0.727, -0.758, -0.771, -0.458, -0.294, -0.040, 0.193, 0.201, 0.273, 0.233, -0.181, -0.217, -0.211, 0.088, -0.198, -0.206, 0.516, -0.392, -0.356, 0.214, 0.216, 0.244, 0.257, 0.226],
  "max_force_ev_per_a": 3.55,
  "e_homo_ev": -4.4,
  "orbital_gap_ev": 5.849,
  "charge": -1,
  "multiplicity": 1
}

---

[3]
{
  "formula": "C11H9F14NO3S",
  "method": "ωB97M-V/def2-TZVPD",
  "symbols": ["O", "C", "O", "C", "C", "F", "C", "C", "C", "F", "F", "C", "F", "F", "C", "F", "F", "C", "F", "F", "S", "F", "F", "F", "F", "F", "O", "H", "H", "H", "H", "H", "H", "C", "C", "N", "H", "H", "H"],
  "coordinates": [[-2.81092, 1.41682, 1.32255], [-1.88960, 0.84342, 1.94346], [-1.77567, 0.60642, 3.37203], [-0.51554, -0.10982, 3.62973], [0.28770, 0.41310, 2.32321], [0.56235, 1.78839, 2.60234], [1.51159, -0.52137, 1.83030], [2.48008, 0.20573, 0.78144], [3.09915, -0.79592, -0.32041], [3.16816, -2.08083, 0.34100], [4.42462, -0.48490, -0.69158], [2.08749, -0.99312, -1.54639], [0.73953, -1.02050, -1.14541], [2.36481, -2.30206, -2.07828], [2.37783, 0.01237, -2.79766], [2.92522, 1.25048, -2.39283], [3.46547, -0.63855, -3.48383], [1.20444, 0.08434, -3.87246], [0.47901, -1.13993, -3.98424], [1.83990, 0.22507, -5.14989], [-0.02165, 1.47691, -3.72852], [1.08933, 2.65955, -4.07641], [0.12439, 1.63255, -2.08556], [-1.27020, 0.35693, -3.49409], [-0.30704, 1.35595, -5.39503], [-1.18794, 2.66421, -3.69087], [-0.72798, 0.27356, 1.28748], [0.01171, 0.24266, 4.59049], [-0.78377, -1.23127, 3.57830], [2.13718, -0.88278, 2.72983], [1.00837, -1.47278, 1.42263], [1.90294, 1.07674, 0.28761], [3.35596, 0.69380, 1.35148], [-5.53309, -0.56711, 2.58436], [-4.64006, -1.64919, 3.09197], [-3.92333, -2.49531, 3.49264], [-5.15606, -0.20126, 1.62804], [-6.54504, -0.95087, 2.44575], [-5.55931, 0.25858, 3.29682]],
  "forces_ev_per_a": [[4.0334, -2.7968, 3.3202], [-1.8035, 0.7521, -1.0881], [0.1157, 0.4056, -2.7693], [0.3081, 0.3553, -1.5055], [0.0808, -2.3045, 0.5265], [0.0199, -2.0782, -1.0396], [-0.0533, 0.0359, 0.6512], [0.2864, 0.7751, -0.0542], [-0.3095, -0.6312, 2.3745], [0.0611, 2.2752, -1.5479], [-2.9724, -0.4890, 0.3414], [0.3385, -2.1896, -1.1339], [2.8430, 0.4939, -0.6360], [-0.8793, 2.7342, 1.0958], [2.8132, -1.0119, -0.0214], [-1.8949, -2.4119, -0.8036], [-2.4287, 1.5741, 1.3982], [1.1140, -2.3987, -3.2170], [2.2839, 2.9846, 0.8057], [-1.3739, -0.0082, 3.2327], [-4.3975, 2.0960, -1.6238], [-1.2547, -2.1471, 1.1787], [0.4148, -0.2895, -2.4732], [2.0403, 2.0893, -0.0686], [0.3532, 0.0914, 2.7728], [1.9536, -1.7621, 0.1276], [-0.8206, 2.5200, 2.8317], [-1.2351, -0.5433, -1.4995], [0.8584, 1.7314, 0.2442], [-1.0561, 0.7744, -1.3120], [0.7574, 1.6659, 0.4340], [0.9889, -1.4817, 0.4909], [-1.3033, -0.8816, -1.0115], [0.4280, -0.5690, 0.2133], [1.6003, -1.7979, 0.8912], [-2.1380, 2.6063, -1.2416], [0.0246, -0.0217, 0.1202], [0.1257, -0.0408, 0.0473], [0.0777, -0.1059, -0.0516]],
  "nbo_charge": [-0.547, 0.980, -0.506, -0.127, 0.584, -0.358, -0.455, -0.481, 0.662, -0.344, -0.311, 0.596, -0.303, -0.313, 0.591, -0.297, -0.302, 0.461, -0.282, -0.292, 2.271, -0.431, -0.441, -0.442, -0.446, -0.415, -0.519, 0.230, 0.227, 0.239, 0.266, 0.250, 0.256, -0.720, 0.303, -0.360, 0.266, 0.252, 0.258],
  "max_force_ev_per_a": 5.93,
  "e_homo_ev": -11.7,
  "orbital_gap_ev": 10.246,
  "multiplicity": 1,
  "smiles": "O=C1OC[C@@](F)(CCC(F)(F)C(F)(F)C(F)(F)C(F)(F)S(F)(F)(F)(F)F)O1.CC#N"
}

---

Number 1: LUMO level -6.2 eV. Number 2: LUMO level 1.5 eV. Number 3: LUMO level -1.5 eV.